Record 1
{"formula": "C29H63FO9", "method": "wB97M-V/def2-TZVPD", "charge": 0, "homo_ev": -10.1, "orbital_gap_ev": 9.943, "multiplicity": 1, "e_above_lowest_kcal_mol": 0.0, "smiles": "CCC[C@H](C)C1=C([C@@H](C)F)C(=O)OC1=O.CC(C)O.CC(C)O.CC(C)O.CC(C)O.CC(C)O.CC(C)O", "species": ["C", "C", "C", "C", "C", "C", "C", "C", "C", "F", "C", "O", "O", "C", "O", "H", "H", "H", "H", "H", "H", "H", "H", "H", "H", "H", "H", "H", "H", "H", "C", "C", "C", "O", "H", "H", "H", "H", "H", "H", "H", "H", "C", "C", "C", "O", "H", "H", "H", "H", "H", "H", "H", "H", "C", "C", "C", "O", "H", "H", "H", "H", "H", "H", "H", "H", "C", "C", "C", "O", "H", "H", "H", "H", "H", "H", "H", "H", "C", "C", "C", "O", "H", "H", "H", "H", "H", "H", "H", "H", "C", "C", "C", "O", "H", "H", "H", "H", "H", "H", "H", "H"], "positions_angstrom": [[2.2056, -1.5761, 3.5812], [1.4912, -0.8004, 2.4795], [-0.0028, -0.5745, 2.7942], [-1.0021, -1.2951, 1.8729], [-2.4296, -1.2470, 2.5197], [-0.6812, -2.7080, 1.5127], [-0.0776, -3.2471, 0.4379], [0.6790, -2.6864, -0.7248], [0.3797, -1.2782, -1.1798], [2.0429, -2.7305, -0.3137], [-0.4682, -4.6869, 0.4953], [-0.9701, -5.3239, -0.3803], [-0.5037, -5.0380, 1.8360], [-0.8829, -3.8510, 2.4734], [-1.0831, -3.8202, 3.6464], [1.7298, -2.5478, 3.7323], [3.2393, -1.7663, 3.2856], [2.2068, -1.0254, 4.5207], [1.9600, 0.1755, 2.3798], [1.5769, -1.3271, 1.5321], [-0.2290, -0.8164, 3.8332], [-0.2247, 0.4894, 2.6799], [-1.1320, -0.7276, 0.9543], [-2.8879, -2.2328, 2.5689], [-2.3950, -0.8047, 3.5115], [-3.0968, -0.6299, 1.9161], [0.6424, -3.3806, -1.5644], [-0.6974, -1.1184, -1.2264], [0.8674, -0.5047, -0.5918], [0.7541, -1.1906, -2.2022], [4.6677, 3.8286, 3.8394], [4.4402, 2.5613, 3.0300], [4.9030, 2.7286, 1.5903], [3.0633, 2.1888, 3.0661], [4.0968, 4.6583, 3.4134], [4.3321, 3.6904, 4.8671], [5.7221, 4.1078, 3.8514], [4.9784, 1.7322, 3.4914], [4.3380, 3.5272, 1.1009], [4.7338, 1.8108, 1.0261], [5.9637, 2.9782, 1.5404], [2.5526, 2.9009, 2.6660], [1.6639, -4.7880, -4.3963], [1.3367, -3.4461, -5.0331], [1.9028, -3.3474, -6.4409], [1.8380, -2.3768, -4.2274], [2.7472, -4.9169, -4.3205], [1.2531, -4.8487, -3.3878], [1.2601, -5.6137, -4.9829], [0.2546, -3.3093, -5.0620], [2.9922, -3.4353, -6.4176], [1.6598, -2.3811, -6.8838], [1.5061, -4.1349, -7.0829], [2.7959, -2.4696, -4.1810], [-5.4222, 1.3188, 6.8915], [-4.7986, 1.2895, 5.5045], [-5.8383, 1.0511, 4.4209], [-3.7884, 0.2870, 5.4278], [-5.9003, 0.3606, 7.1127], [-4.6584, 1.4892, 7.6503], [-6.1748, 2.1046, 6.9715], [-4.2870, 2.2342, 5.3156], [-6.3297, 0.0848, 4.5662], [-5.3641, 1.0340, 3.4382], [-6.6026, 1.8305, 4.4272], [-4.2025, -0.5685, 5.5842], [0.4213, 3.3936, -3.5576], [-0.0850, 2.1276, -2.8841], [-0.6178, 1.1290, -3.8999], [-1.1000, 2.4453, -1.9296], [-0.3914, 3.8879, -4.0970], [0.7986, 4.0968, -2.8147], [1.2205, 3.1729, -4.2665], [0.7264, 1.6693, -2.3161], [-1.4624, 1.5526, -4.4512], [-0.9737, 0.2290, -3.3992], [0.1529, 0.8441, -4.6176], [-1.8294, 2.8528, -2.4081], [6.4096, -0.2212, -2.7452], [5.6206, -0.4064, -4.0318], [4.3252, 0.3897, -4.0126], [5.3424, -1.7938, -4.2392], [5.8268, -0.5723, -1.8890], [7.3327, -0.8000, -2.7758], [6.6609, 0.8277, -2.5828], [6.2288, -0.0952, -4.8817], [3.6825, 0.0503, -3.1943], [3.7724, 0.2463, -4.9417], [4.5160, 1.4555, -3.8783], [4.8178, -2.0922, -3.4876], [-6.8586, 1.5611, -0.7673], [-6.1366, 2.2491, 0.3810], [-6.0532, 3.7531, 0.1707], [-4.8295, 1.6990, 0.5471], [-6.3195, 1.7218, -1.7052], [-6.9085, 0.4857, -0.5966], [-7.8737, 1.9429, -0.8845], [-6.6602, 2.0420, 1.3155], [-5.4904, 3.9782, -0.7396], [-5.5337, 4.2262, 1.0041], [-7.0452, 4.1977, 0.0803], [-4.3327, 1.8632, -0.2613]], "forces_ev_per_a": [[0.09, -0.22, -0.48], [-0.48, 0.21, 0.40], [0.34, 0.15, -0.32], [-1.22, 0.04, 0.52], [0.09, 0.13, -0.39], [0.75, -0.01, -0.16], [-0.62, 0.14, -0.04], [0.51, 0.15, 0.25], [-0.07, -0.14, -0.75], [-0.16, -0.04, -0.16], [-0.41, 0.32, -0.17], [0.95, -0.31, 0.18], [-1.01, 0.04, -0.10], [1.16, -0.13, 0.65], [-0.33, 0.04, -0.39], [-0.01, 0.01, 0.15], [0.05, 0.01, 0.13], [-0.05, 0.00, 0.04], [0.18, -0.04, -0.15], [0.21, 0.00, -0.04], [0.06, -0.18, 0.01], [-0.12, -0.01, 0.12], [0.56, -0.08, -0.17], [-0.01, -0.02, 0.17], [-0.05, -0.13, 0.10], [0.03, 0.06, 0.01], [-0.31, 0.00, 0.01], [-0.01, 0.12, 0.12], [-0.14, -0.13, 0.34], [0.04, 0.06, 0.03], [-0.03, -0.05, 0.13], [-0.03, 0.33, -0.18], [-0.01, -0.14, -0.04], [0.05, -0.11, 0.08], [0.04, 0.01, -0.06], [0.02, -0.02, 0.00], [0.00, 0.01, -0.01], [-0.07, -0.06, 0.02], [0.03, 0.05, 0.04], [0.02, -0.01, 0.02], [0.00, 0.02, 0.00], [-0.01, 0.02, 0.01], [-0.07, 0.05, 0.14], [0.34, -0.20, -0.12], [-0.05, 0.13, -0.04], [-0.23, 0.07, 0.16], [0.01, -0.01, -0.07], [-0.04, -0.02, -0.02], [0.01, 0.00, -0.01], [-0.01, 0.08, 0.06], [0.00, -0.06, 0.02], [-0.03, -0.01, 0.00], [0.01, -0.01, 0.00], [0.04, 0.04, -0.15], [0.12, 0.02, 0.06], [-0.30, -0.27, 0.00], [0.04, 0.09, -0.17], [0.21, 0.13, 0.06], [-0.06, 0.01, -0.04], [0.01, 0.03, -0.01], [-0.01, -0.01, -0.01], [0.08, -0.03, -0.02], [-0.03, 0.02, 0.08], [0.01, 0.04, 0.01], [-0.02, -0.02, 0.01], [-0.01, -0.02, 0.01], [0.06, 0.07, 0.13], [-0.22, 0.09, -0.37], [0.01, -0.12, 0.05], [0.12, -0.09, 0.18], [0.00, -0.05, -0.06], [0.02, -0.02, 0.01], [-0.01, -0.01, -0.02], [-0.06, 0.00, 0.11], [0.05, 0.08, -0.03], [0.04, -0.02, 0.00], [0.00, -0.02, 0.00], [0.00, 0.03, -0.03], [0.12, -0.06, -0.04], [-0.19, 0.08, 0.37], [-0.08, -0.01, -0.13], [-0.08, -0.04, -0.18], [-0.05, 0.06, 0.00], [0.01, 0.02, -0.02], [-0.01, 0.01, 0.01], [0.00, -0.11, -0.06], [0.04, 0.02, 0.05], [0.02, 0.01, -0.01], [0.01, 0.00, 0.01], [0.16, -0.02, 0.14], [0.00, -0.13, 0.06], [0.08, 0.11, -0.33], [0.05, 0.03, 0.13], [-0.10, -0.07, 0.20], [-0.02, 0.07, -0.01], [-0.02, 0.00, 0.03], [0.01, 0.02, -0.01], [0.06, -0.05, 0.05], [-0.05, -0.02, -0.05], [-0.02, -0.01, 0.02], [0.00, 0.00, -0.02], [0.05, 0.00, -0.01]], "lowdin_charge": [-0.09, -0.23, -0.14, -0.27, -0.02, -0.03, 0.00, -0.27, -0.02, -0.03, -0.38, 0.18, 0.14, -0.37, 0.18, 0.07, 0.07, 0.08, 0.08, 0.08, 0.11, 0.12, 0.12, 0.08, 0.06, 0.07, 0.13, 0.09, 0.09, 0.06, -0.06, -0.50, -0.06, -0.06, 0.08, 0.08, 0.08, 0.14, 0.08, 0.08, 0.08, 0.09, -0.05, -0.49, -0.06, -0.07, 0.09, 0.07, 0.08, 0.14, 0.08, 0.08, 0.08, 0.06, -0.06, -0.50, -0.06, -0.06, 0.08, 0.08, 0.08, 0.14, 0.08, 0.07, 0.08, 0.09, -0.06, -0.50, -0.06, -0.06, 0.08, 0.08, 0.08, 0.13, 0.08, 0.06, 0.08, 0.08, -0.06, -0.49, -0.06, -0.06, 0.08, 0.08, 0.08, 0.14, 0.08, 0.08, 0.08, 0.08, -0.06, -0.50, -0.06, -0.06, 0.08, 0.08, 0.08, 0.13, 0.08, 0.08, 0.08, 0.08]}



Record 2
{"formula": "C29H66FN6O5", "method": "wB97M-V/def2-TZVPD", "charge": 1, "homo_ev": -10.5, "orbital_gap_ev": 6.814, "multiplicity": 1, "species": ["C", "C", "O", "C", "C", "C", "C", "C", "C", "C", "F", "C", "N", "C", "C", "C", "N", "H", "H", "H", "H", "H", "H", "H", "H", "H", "H", "H", "H", "H", "H", "H", "H", "H", "H", "H", "H", "H", "H", "C", "C", "C", "O", "C", "N", "H", "H", "H", "H", "H", "H", "H", "H", "H", "H", "H", "C", "C", "C", "O", "C", "N", "H", "H", "H", "H", "H", "H", "H", "H", "H", "H", "H", "C", "C", "C", "O", "C", "N", "H", "H", "H", "H", "H", "H", "H", "H", "H", "H", "H", "C", "C", "C", "O", "C", "N", "H", "H", "H", "H", "H", "H", "H", "H", "H", "H", "H"], "positions_angstrom": [[2.5508, 0.2049, 5.2625], [1.6704, -0.1154, 4.0803], [1.6064, -1.5295, 3.7375], [2.7130, -2.2597, 3.8774], [2.8975, -3.0594, 5.0084], [4.0365, -3.8362, 5.1308], [5.0000, -3.8404, 4.1218], [6.2267, -4.7006, 4.2225], [7.4074, -4.2396, 3.3885], [8.7214, -4.8155, 3.8336], [7.1559, -4.6447, 2.0709], [4.7527, -3.0519, 3.0046], [3.6443, -2.2843, 2.8844], [3.4353, -1.5356, 1.6192], [4.7158, -1.0454, 0.9669], [5.6725, -0.2868, 1.8922], [6.2796, 0.8391, 1.1752], [2.3112, 1.2060, 5.5996], [2.3655, -0.4745, 6.0879], [3.6083, 0.1599, 5.0140], [1.9503, 0.4787, 3.2154], [0.6455, 0.1498, 4.3083], [2.1287, -3.0491, 5.7605], [4.1732, -4.4340, 6.0180], [5.9555, -5.6900, 3.8563], [6.5160, -4.8256, 5.2608], [7.4505, -3.1503, 3.3759], [9.4346, -4.7306, 3.0222], [8.6229, -5.8611, 4.1070], [9.1113, -4.2776, 4.6917], [5.4357, -3.0340, 2.1748], [2.7601, -0.7103, 1.7578], [2.9413, -2.2184, 0.9323], [5.2265, -1.8520, 0.4488], [4.4014, -0.3464, 0.1992], [5.1762, 0.0560, 2.7970], [6.4563, -0.9761, 2.2121], [6.4701, 1.6046, 1.8079], [7.1802, 0.5690, 0.8057], [-0.6658, -1.8434, -3.6199], [-0.4613, -2.5104, -2.2649], [0.0407, -1.5422, -1.1855], [1.4142, -1.1976, -1.2829], [1.7138, -0.1813, -2.2254], [0.4056, -3.6808, -2.4273], [0.2747, -1.6834, -4.1477], [-1.2850, -2.4681, -4.2628], [-1.1661, -0.8789, -3.5082], [-1.4361, -2.8704, -1.9232], [-0.0637, -2.0308, -0.2112], [-0.5751, -0.6335, -1.1609], [0.9090, 0.5564, -2.2814], [1.8967, -0.5923, -3.2196], [2.6258, 0.3166, -1.8937], [0.4515, -4.1984, -1.5543], [1.3545, -3.3532, -2.5854], [-4.1037, -1.7293, 4.6555], [-4.1685, -0.3343, 4.0408], [-3.4547, -0.2165, 2.6894], [-2.0380, -0.1717, 2.7691], [-1.3940, -1.4217, 2.9032], [-3.6790, 0.6391, 5.0199], [-3.1302, -1.9265, 5.1063], [-4.8474, -1.8240, 5.4452], [-4.3013, -2.5024, 3.9105], [-5.2213, -0.1073, 3.8525], [-3.7465, 0.7298, 2.2332], [-3.7658, -1.0201, 2.0079], [-1.9173, -2.2084, 2.3504], [-1.3042, -1.7148, 3.9536], [-0.3968, -1.3144, 2.4889], [-3.8314, 1.5805, 4.6698], [-2.6688, 0.5468, 5.0742], [-3.8332, 3.9172, -1.9379], [-2.5036, 3.2641, -1.5746], [-1.9362, 2.3577, -2.6727], [-2.5704, 1.1008, -2.7867], [-3.7829, 1.1036, -3.5311], [-2.6508, 2.5558, -0.3007], [-4.6634, 3.2169, -1.8533], [-4.0389, 4.7455, -1.2607], [-3.8170, 4.3064, -2.9577], [-1.7743, 4.0662, -1.4255], [-0.8943, 2.1342, -2.4189], [-1.9296, 2.8719, -3.6428], [-3.7594, 1.8261, -4.3481], [-4.6414, 1.3137, -2.8894], [-3.9137, 0.1054, -3.9489], [-1.7448, 2.2139, 0.0092], [-3.1905, 1.7141, -0.4844], [-3.6371, 4.4703, -6.3997], [-4.8040, 3.7150, -7.0295], [-5.7707, 4.6072, -7.8177], [-6.6424, 5.3813, -7.0211], [-6.1044, 6.5876, -6.5145], [-5.4854, 2.9422, -5.9857], [-3.9432, 5.0090, -5.5025], [-2.8533, 3.7706, -6.1065], [-3.2032, 5.1875, -7.0982], [-4.3841, 3.0030, -7.7462], [-6.4216, 3.9593, -8.4099], [-5.2259, 5.2501, -8.5218], [-5.4074, 7.0419, -7.2249], [-5.5979, 6.4386, -5.5572], [-6.9359, 7.2724, -6.3542], [-6.1902, 2.3483, -6.4130], [-6.0202, 3.5959, -5.4191]], "forces_ev_per_a": [[0.06, -0.30, -0.12], [-0.31, 0.47, 0.32], [0.47, -0.08, -0.18], [0.28, -0.30, 0.19], [0.32, 0.09, -0.53], [-0.36, 0.37, -0.23], [-0.24, 0.43, -0.40], [-0.11, -0.05, -0.26], [-0.09, -0.05, 0.25], [0.05, -0.07, -0.02], [-0.09, 0.12, -0.20], [-0.09, -0.41, 0.66], [-0.14, 0.02, 0.61], [0.12, -0.36, -0.76], [-0.12, 0.21, 0.28], [0.54, -0.16, -0.48], [-0.06, 0.12, 0.32], [0.05, 0.22, 0.03], [-0.08, -0.06, 0.17], [0.16, 0.04, 0.01], [0.15, -0.12, -0.26], [-0.23, -0.15, -0.04], [-0.10, 0.04, 0.11], [0.06, -0.12, 0.11], [0.08, -0.24, 0.03], [0.05, 0.12, 0.20], [0.09, 0.16, -0.08], [0.17, 0.02, -0.08], [-0.02, -0.20, -0.04], [0.01, 0.11, 0.14], [0.01, -0.01, -0.14], [-0.18, 0.14, 0.46], [-0.22, -0.07, -0.04], [0.11, -0.12, -0.08], [-0.09, 0.05, -0.17], [-0.20, 0.19, 0.03], [0.02, -0.10, 0.32], [-0.05, 0.06, 0.01], [0.03, -0.02, -0.19], [-0.18, 0.11, -0.11], [0.18, 0.06, -0.19], [-0.18, -0.09, 0.17], [0.10, 0.05, 0.07], [0.14, -0.02, 0.05], [0.04, 0.07, 0.25], [0.05, -0.03, 0.06], [0.04, -0.08, 0.03], [0.01, 0.00, 0.01], [-0.01, 0.03, 0.06], [0.05, -0.01, 0.00], [-0.01, -0.01, -0.09], [-0.02, -0.01, -0.03], [-0.07, 0.04, -0.03], [-0.01, 0.01, 0.02], [-0.08, -0.07, -0.05], [-0.02, -0.02, -0.12], [-0.08, -0.05, -0.01], [0.16, -0.11, 0.14], [-0.14, 0.08, -0.07], [0.05, -0.06, -0.02], [-0.15, 0.16, -0.02], [0.02, 0.09, -0.17], [0.02, 0.02, -0.02], [0.02, 0.03, 0.03], [0.01, 0.00, 0.00], [-0.01, 0.02, -0.06], [0.06, 0.08, -0.04], [0.02, -0.03, 0.06], [-0.05, -0.02, 0.05], [0.00, -0.12, -0.04], [0.08, -0.02, -0.08], [-0.09, -0.01, 0.06], [0.00, -0.04, 0.06], [0.00, 0.11, 0.00], [-0.17, -0.03, 0.01], [0.19, 0.02, -0.02], [-0.02, -0.01, -0.01], [0.04, -0.14, 0.05], [0.12, -0.10, 0.00], [0.01, -0.04, -0.02], [0.00, -0.02, 0.03], [0.00, -0.02, -0.01], [0.06, -0.02, -0.02], [-0.02, -0.02, 0.01], [-0.07, 0.02, 0.01], [-0.04, 0.03, 0.01], [-0.03, 0.07, -0.05], [0.06, -0.01, 0.00], [-0.02, 0.08, 0.04], [-0.07, 0.01, 0.05], [0.08, -0.03, -0.02], [0.04, 0.12, 0.17], [-0.04, -0.10, -0.14], [0.04, 0.04, 0.07], [-0.11, -0.01, 0.01], [-0.11, 0.01, -0.10], [-0.05, 0.03, -0.01], [-0.02, -0.02, 0.02], [0.00, 0.01, 0.00], [-0.04, 0.00, -0.05], [-0.03, 0.01, 0.02], [0.06, 0.01, 0.05], [0.03, 0.00, 0.00], [0.06, 0.02, -0.03], [-0.01, -0.01, -0.01], [0.06, -0.06, 0.00], [0.04, 0.01, 0.04]], "lowdin_charge": [-0.05, -0.18, -0.04, -0.26, 0.07, 0.05, -0.14, -0.08, -0.39, -0.02, -0.02, 0.05, 0.08, -0.08, -0.16, -0.27, 0.01, 0.09, 0.08, 0.08, 0.12, 0.12, 0.14, 0.14, 0.15, 0.13, 0.14, 0.09, 0.09, 0.09, 0.12, 0.11, 0.14, 0.12, 0.11, 0.11, 0.10, 0.07, 0.07, -0.06, -0.42, -0.20, -0.21, -0.09, 0.04, 0.07, 0.08, 0.06, 0.14, 0.11, 0.12, 0.08, 0.08, 0.08, 0.07, 0.07, -0.07, -0.43, -0.20, -0.19, -0.11, 0.04, 0.06, 0.08, 0.08, 0.14, 0.12, 0.12, 0.10, 0.08, 0.06, 0.08, 0.06, -0.06, -0.43, -0.21, -0.22, -0.09, 0.04, 0.07, 0.08, 0.07, 0.14, 0.10, 0.12, 0.06, 0.08, 0.09, 0.07, 0.07, -0.07, -0.43, -0.21, -0.19, -0.10, 0.05, 0.06, 0.07, 0.08, 0.14, 0.12, 0.12, 0.09, 0.07, 0.09, 0.08, 0.08]}